{"formula": "C21H19N5OS2Ta", "method": "wB97M-V/def2-TZVPD", "species": ["Ta", "C", "N", "C", "C", "C", "C", "C", "N", "C", "C", "C", "C", "C", "C", "H", "H", "H", "H", "H", "H", "H", "H", "H", "H", "H", "O", "N", "C", "C", "C", "C", "C", "S", "H", "H", "H", "H", "S", "C", "N", "C", "C", "C", "N", "H", "H", "H", "H"], "xyz": [[0.739161, -0.589703, -0.251790], [3.335236, 0.279643, -1.449483], [2.794928, -0.826467, -0.653284], [3.330317, -2.028270, -0.587823], [2.442562, -3.028897, -0.206559], [2.545678, -4.390616, 0.027338], [1.255948, -4.855970, 0.326787], [0.411553, -3.775893, 0.255521], [1.089587, -2.618483, -0.073350], [2.105716, 0.794922, -2.181036], [1.169349, -0.152975, -2.669743], [0.014863, 0.273670, -3.342034], [-0.215123, 1.627795, -3.520454], [0.700865, 2.554985, -3.030318], [1.843238, 2.147120, -2.348028], [4.106550, -0.062704, -2.142128], [3.761964, 1.056808, -0.814874], [4.365553, -2.206744, -0.863746], [3.452506, -4.974751, -0.024855], [0.967431, -5.867311, 0.560605], [-0.651136, -3.775825, 0.435534], [1.436403, -1.210278, -2.731561], [-0.661671, -0.463429, -3.756357], [-1.084297, 1.964065, -4.070559], [0.529880, 3.611998, -3.192294], [2.545891, 2.883757, -1.978203], [-0.404860, 1.015485, -0.336903], [-1.740790, 1.102373, -0.426510], [-2.305904, 2.325386, -0.498644], [-3.668739, 2.411759, -0.614456], [-4.426115, 1.238589, -0.656282], [-3.807860, 0.004732, -0.572859], [-2.424980, -0.054098, -0.453617], [-1.487010, -1.517272, -0.356438], [-1.617037, 3.156304, -0.461263], [-4.131533, 3.386246, -0.678231], [-5.502240, 1.292921, -0.757269], [-4.375713, -0.914825, -0.605498], [1.535212, -0.011740, 1.965802], [0.205283, 0.517072, 2.981661], [0.565859, 0.804091, 4.259609], [-0.327519, 1.190845, 5.188471], [-1.644907, 1.298062, 4.822772], [-1.952522, 1.001319, 3.501346], [-1.044049, 0.621822, 2.593524], [1.543031, 0.712022, 4.524341], [0.058833, 1.391128, 6.179454], [-2.402926, 1.597339, 5.531340], [-2.976474, 1.063993, 3.152322]], "forces_ev_per_a": [[-0.1, -0.1, -0.2], [0.0, 0.0, 0.0], [0.2, 0.1, -0.1], [-0.1, -0.2, 0.1], [0.0, 0.2, 0.0], [0.0, -0.1, 0.0], [0.0, 0.0, 0.0], [0.0, 0.1, 0.0], [0.1, -0.2, 0.1], [0.0, 0.0, 0.0], [0.0, 0.0, 0.0], [0.0, 0.0, 0.0], [0.0, 0.0, 0.0], [0.0, 0.0, 0.0], [0.0, 0.0, 0.0], [0.0, 0.0, 0.0], [0.0, 0.0, 0.0], [0.0, 0.0, 0.0], [0.0, 0.0, 0.0], [0.0, 0.0, 0.0], [0.0, 0.0, 0.0], [0.0, 0.0, 0.0], [0.0, 0.0, 0.0], [0.0, 0.0, 0.0], [0.0, 0.0, 0.0], [0.0, 0.0, 0.0], [-0.2, 0.1, 0.1], [0.1, 0.0, 0.0], [0.0, 0.0, 0.0], [0.0, 0.0, 0.0], [0.0, 0.0, 0.0], [0.0, 0.0, 0.0], [0.0, 0.0, 0.0], [-0.1, 0.1, 0.0], [0.0, 0.0, 0.0], [0.0, 0.0, 0.0], [0.0, 0.0, 0.0], [0.0, 0.0, 0.0], [0.1, 0.1, 0.1], [0.1, 0.0, 0.1], [0.0, 0.0, 0.0], [0.0, 0.0, 0.0], [0.0, 0.0, 0.0], [0.0, 0.0, 0.0], [-0.1, 0.0, 0.0], [0.0, 0.0, 0.0], [0.0, 0.0, 0.0], [0.0, 0.0, 0.0], [0.0, 0.0, 0.0]], "nbo_charge": [1.8370, -0.2735, -0.6554, 0.2285, -0.0284, -0.0460, -0.2675, 0.0865, -0.6875, 0.0690, -0.4455, -0.1013, -0.1945, -0.1069, -0.2045, 0.2548, 0.2424, 0.2563, 0.2705, 0.2780, 0.2393, 0.2854, 0.2575, 0.2590, 0.2578, 0.2575, -0.5673, 0.0181, 0.0525, -0.2122, -0.0904, -0.2102, 0.0573, 0.0782, 0.2637, 0.2799, 0.2745, 0.2775, -0.0222, 0.3343, -0.4654, 0.1584, -0.2682, 0.1685, -0.4653, 0.4654, 0.2771, 0.2907, 0.2366], "homo_ev": -17.3, "total_charge": 3, "e_lumo_ha": -0.38264, "relative_energy_kj_mol": 42.5, "homo_lumo_gap_ha": 0.2523, "max_force_ha_per_bohr": 0.005, "energy_ev": -54780.8616}